(1)
Formula: C17H24N6O3
Source: the OMol25 dataset
Level of theory: the ωB97M-V functional and the def2-TZVPD basis

HOMO energy: -7.86 eV
gap between HOMO and LUMO: 8.22 eV
energy above the lowest of the compared OMol25 structures with the same formula, charge and spin: 159.8 kJ/mol
SMILES: [H]/N=C(\N)NCCC[C@H](NC(=O)[C@@H](N)Cc1c[nH]c2ccccc12)C(=O)O
total energy: -33101.9387 eV

```
50
Properties=species:S:1:pos:R:3:forces:R:3
H -3.74989 2.99829 1.01877 0.0 -0.3 0.2
N -3.13363 2.75625 0.25783 1.0 1.0 -0.5
C -3.14308 1.54016 -0.10173 -2.5 -0.1 0.6
N -4.06474 0.61462 0.47001 1.5 -1.0 0.0
N -2.47056 1.12119 -1.20083 1.9 0.9 -1.4
C -2.64823 -0.08652 -1.99034 -1.3 0.3 0.1
C -1.84409 -1.30457 -1.61559 1.4 -0.3 -0.5
C -0.31397 -1.00355 -1.62160 -0.2 0.9 -1.3
C 0.47324 -2.27303 -1.28571 0.7 2.0 0.5
N 0.33440 -2.76978 0.07972 -0.9 0.1 0.1
C 0.13800 -2.20401 1.29140 0.1 1.8 1.1
O 0.63403 -2.62159 2.34566 -0.3 -0.7 -1.5
C -0.78908 -0.99893 1.45393 0.5 -0.9 -0.7
N -1.93154 -1.48480 2.22966 -0.3 0.6 0.8
C 0.01304 0.05881 2.22396 -0.2 -0.5 -0.5
C 1.33463 0.44895 1.63381 0.4 0.9 -0.5
C 2.53310 -0.12832 1.90301 0.4 -0.1 -0.2
N 3.56471 0.57734 1.28954 -0.7 -0.4 0.6
C 3.07472 1.60637 0.54619 -0.9 0.2 0.2
C 3.73721 2.51290 -0.29928 -2.0 0.2 -0.3
C 2.85512 3.44063 -0.89763 0.7 -0.6 0.8
C 1.48672 3.55737 -0.64513 -0.2 -1.1 0.0
C 0.88426 2.57895 0.12297 -1.8 -0.2 1.5
C 1.66028 1.60577 0.78455 0.1 0.2 -0.9
C 1.99599 -2.19899 -1.57810 -1.4 -0.5 -0.8
O 2.59671 -1.33914 -2.12871 0.5 1.2 -0.1
O 2.51654 -3.39845 -1.32719 0.1 -0.9 0.7
H -3.57776 -0.28043 0.71277 -0.8 1.0 0.0
H -4.45599 1.04673 1.30540 0.2 -0.5 -0.2
H -2.01618 1.89519 -1.74576 -0.7 -1.1 1.3
H -3.70211 -0.40092 -1.94914 0.1 0.3 -0.2
H -2.42324 0.23350 -3.02789 -0.1 -0.5 0.5
H -2.17339 -1.84087 -0.71411 0.1 0.6 0.1
H -2.05050 -2.03551 -2.39518 0.0 -0.2 -0.3
H -0.11217 -0.14791 -0.98559 0.3 -0.1 0.4
H -0.01115 -0.55708 -2.66036 -0.4 -1.3 1.6
H 0.07974 -2.93907 -2.01689 -0.2 -1.4 -0.2
H 0.78560 -3.61167 0.27185 1.2 -1.8 -0.3
H -1.14534 -0.59346 0.53592 -0.1 0.2 -0.5
H -2.27336 -2.43860 2.07245 0.5 0.4 -0.6
H -1.52467 -1.53369 3.14969 -0.4 -0.1 0.7
H 0.22363 -0.48316 3.13249 0.0 0.5 0.8
H -0.62221 0.92240 2.33482 -0.2 0.3 0.5
H 2.76563 -1.01324 2.48943 -0.1 0.2 -0.1
H 4.39225 0.12399 1.04524 1.5 -0.6 -0.1
H 4.79260 2.44103 -0.55832 -0.3 0.1 0.1
H 3.21379 4.11617 -1.60740 1.0 1.0 -0.9
H 0.87070 4.30235 -1.15195 0.4 -0.1 0.2
H -0.23597 2.59740 0.33325 1.5 0.1 -0.5
H 3.45622 -3.40907 -1.52991 0.3 0.2 -0.2
```
Positions in Å, forces in eV/Å.

***

(2)
Formula: C10H25BNO7P
Source: the OMol25 dataset
Level of theory: the ωB97M-V functional and the def2-TZVPD basis

HOMO energy: -9.52 eV
gap between HOMO and LUMO: 9.96 eV
SMILES: CCCOCO[P@@](=O)(O)OB(O)N(C)C.C1CCOC1
total energy: -36568.8106 eV

```
45
Properties=species:S:1:pos:R:3:forces:R:3
C 2.64957 0.41679 -0.44580 0.2 0.1 0.5
C 2.39367 1.93068 -0.38281 -0.1 -0.4 -0.4
C 1.40145 2.45929 -1.43177 0.3 0.3 0.1
O 1.20205 1.50415 -2.45864 -0.1 0.0 0.1
C 0.03403 1.66783 -3.18338 0.2 0.2 -0.5
O -0.50322 0.38938 -3.48860 -0.2 0.2 0.4
P -1.12823 -0.51746 -2.34230 -0.1 -1.0 -0.8
O -0.62853 -1.89249 -2.37627 0.0 0.2 0.3
O -0.88859 0.23547 -0.95226 -0.2 0.2 0.0
O -2.69532 -0.40575 -2.52898 0.2 0.7 0.4
B -3.52073 -0.16423 -1.38559 -0.6 -0.5 -0.6
O -3.78944 -1.22508 -0.56379 0.2 0.3 0.3
N -4.14585 1.09569 -1.18504 1.4 0.1 0.6
C -3.53094 2.21755 -1.90530 -0.4 -0.2 0.0
C -4.35577 1.44788 0.23026 -0.7 0.0 -0.2
H 1.82467 -0.14154 -0.87611 0.0 0.0 -0.1
H 3.55095 0.19575 -1.01301 -0.1 0.0 -0.3
H 2.81837 0.04353 0.56307 0.0 0.0 0.0
H 2.00774 2.18269 0.60220 0.1 0.2 0.1
H 3.34883 2.43167 -0.52165 0.0 0.2 0.2
H 0.45389 2.72972 -0.95842 -0.2 -0.2 0.0
H 1.79906 3.37844 -1.87302 0.0 0.1 0.0
H 0.25155 2.13995 -4.14203 -0.1 -0.1 -0.2
H -0.70019 2.28078 -2.65900 0.0 0.0 0.2
H -0.38179 -0.33880 -0.36868 0.3 0.0 0.2
H -3.13097 -1.91854 -0.64749 -0.1 -0.3 -0.2
H -4.10833 3.12493 -1.74050 -0.1 0.0 -0.1
H -3.49661 2.00354 -2.96892 0.0 0.0 -0.1
H -2.51942 2.40194 -1.53342 0.1 0.1 0.0
H -5.37429 1.81018 0.37744 0.0 0.2 0.0
H -3.66271 2.22893 0.54362 0.1 0.0 0.0
H -4.22661 0.59083 0.88310 0.0 -0.1 -0.1
C 2.81088 -3.54238 3.14555 0.1 0.1 0.1
C 1.65736 -2.97707 3.97090 -0.1 0.0 -0.1
C 1.73510 -1.49436 3.63276 0.1 0.0 0.0
O 2.23725 -1.41223 2.29565 -0.1 -0.1 0.1
C 2.73599 -2.69055 1.88610 -0.1 0.0 -0.1
H 2.72253 -4.60724 2.93781 0.0 0.0 0.0
H 3.75854 -3.37256 3.66106 0.0 0.0 0.0
H 0.70932 -3.39489 3.62536 0.0 0.0 0.0
H 1.74446 -3.16999 5.03879 0.0 0.0 0.0
H 2.42881 -0.97084 4.29901 0.0 0.0 0.0
H 0.76685 -0.99471 3.68119 0.0 0.0 0.0
H 2.04104 -3.12008 1.15695 0.0 0.0 0.0
H 3.70358 -2.55680 1.40195 0.0 0.1 0.0
```
Positions in Å, forces in eV/Å.

***

(3)
Formula: C5H16N2O
Source: the OMol25 dataset
Level of theory: the ωB97M-V functional and the def2-TZVPD basis

HOMO energy: -18.95 eV
gap between HOMO and LUMO: 11.63 eV
energy above the lowest of the compared OMol25 structures with the same formula, charge and spin: 88.0 kJ/mol
net charge: +2
total energy: -10455.2197 eV

```
24
Properties=species:S:1:pos:R:3:forces:R:3
C 1.44772 -1.30499 -0.63796 -0.1 -1.4 -0.1
C 0.45407 -0.57798 -1.50180 0.7 0.5 0.0
C 0.13852 0.87927 -1.08597 -1.5 -1.0 0.3
C -0.12035 1.05661 0.40050 1.4 0.9 1.2
C -1.93483 1.06437 1.99677 -0.2 0.6 -0.6
N -1.44887 0.66097 0.88066 0.3 -0.8 0.2
N 0.97022 -0.53390 -2.95002 0.1 0.4 0.3
H 1.02991 -1.61051 0.32332 0.1 0.9 0.3
H 1.56273 -2.31775 -1.00710 0.3 -0.3 -0.7
H 2.45028 -0.88839 -0.59311 -0.1 0.4 0.3
H -0.44285 -1.17281 -1.60578 -0.4 0.0 0.3
H -0.83668 1.09924 -1.53356 0.3 0.5 -0.5
H 0.89037 1.58857 -1.41624 0.1 0.0 0.0
H 0.11566 2.07141 0.73091 -0.8 0.4 -0.5
H 0.61271 0.60433 1.07396 0.0 -0.9 -0.4
H -2.83937 0.68916 2.44669 -0.1 -0.3 -0.2
H -1.52185 1.97990 2.37335 0.2 0.2 0.5
H -1.77868 -0.21764 0.49622 -0.4 0.1 0.0
H 0.38833 -1.12610 -3.54664 0.0 0.4 -0.3
H 1.91932 -0.86881 -3.04017 0.5 -0.6 0.2
H 1.05386 0.43551 -3.27253 -0.6 -0.2 -0.4
H -1.10557 -1.19666 3.86959 0.1 0.1 0.1
H -0.07652 -0.03101 3.99054 -0.2 -0.2 0.2
O -0.92813 -0.28282 3.60836 0.2 0.1 -0.2
```
Positions in Å, forces in eV/Å.